# 1
DFT (wB97M-V/def2-TZVPD) results for a 2-piece molecular cluster, C4H4N2S overall.

The geometry in XYZ format:
```
11
Properties=species:S:1:pos:R:3
C -0.01 1.59 -0.06
C 1.65 -0.01 0.70
C -1.72 -0.60 0.29
C 0.80 0.46 -0.31
N -0.55 2.52 0.31
N 2.29 -0.51 1.53
S 0.95 -0.21 -1.88
H -1.73 -0.04 -0.66
H -1.77 -0.14 1.31
H -1.41 -1.74 0.11
H 1.50 -1.33 -1.33
```

Computed properties:
Strongest force on any atom = 3.06 eV/A
E_tot = -662.35014 a.u.
LUMO energy (alpha / beta) = -2.303 / -0.357 eV
HOMO-LUMO gap (alpha / beta) = 6.9300 / 8.7922 eV

***

# 2
DFT (wB97M-V/def2-TZVPD) results for a single C3H7N3S molecule.

The geometry in XYZ format:
```
14
Properties=species:S:1:pos:R:3
H -1.92 1.01 1.14
N -1.58 0.00 1.36
C -0.37 -0.15 0.78
C 0.75 -1.11 1.32
N -0.01 0.49 -0.39
N -0.91 1.27 -1.05
C 0.75 -0.09 -1.38
S 2.09 -1.09 -1.50
H 1.85 -0.71 1.10
H 0.88 -2.13 0.63
H 0.68 -1.54 2.36
H -0.94 2.39 -0.88
H -1.76 1.02 -1.19
H 0.50 0.63 -2.31
```

Computed properties:
Strongest force on any atom = 9.25 eV/A
E_tot = -680.81076 a.u.
SMILES = [H]/N=C(/C)N(N)C=S
LUMO energy = -0.196 eV
HOMO-LUMO gap = 8.4431 eV

***

# 3
DFT (wB97M-V/def2-TZVPD) results for C26H19N3O4PS4Tl as an isolated structure.

The geometry in XYZ format:
```
58
Properties=species:S:1:pos:R:3
Tl 0.75 2.61 -1.85
O -5.77 -0.09 2.22
N -5.49 0.29 1.07
O -6.31 0.21 0.16
C -4.19 0.80 0.85
C -3.45 1.11 1.97
C -2.14 1.61 1.90
C -1.40 2.02 3.03
C -0.13 2.48 2.86
C 0.44 2.46 1.58
N -0.24 2.10 0.51
C -1.51 1.73 0.64
C -2.28 1.45 -0.56
N -1.66 1.64 -1.73
C -2.31 1.45 -2.85
C -3.65 1.07 -2.87
C -4.31 0.85 -1.69
C -3.63 1.03 -0.47
H -3.92 0.99 2.94
H -1.85 1.94 4.01
H 0.46 2.83 3.70
H 1.49 2.69 1.43
H -1.75 1.60 -3.76
H -4.16 0.94 -3.82
H -5.34 0.55 -1.69
O 0.21 -1.74 -3.98
C 0.78 -0.95 -3.22
O 0.63 0.30 -3.13
C 1.89 -1.61 -2.30
P 2.15 -0.67 -0.75
C 3.69 -1.61 -0.30
C 3.74 -2.80 0.43
C 4.94 -3.48 0.58
C 6.10 -3.00 0.00
C 6.06 -1.82 -0.73
C 4.87 -1.13 -0.87
C 0.93 -1.50 0.34
C 1.17 -1.55 1.71
C 0.24 -2.11 2.57
C -0.96 -2.59 2.07
C -1.23 -2.50 0.71
C -0.29 -1.96 -0.15
H 2.82 -1.56 -2.88
H 1.68 -2.66 -2.08
H 2.84 -3.20 0.87
H 4.97 -4.39 1.16
H 7.03 -3.54 0.11
H 6.96 -1.44 -1.20
H 4.83 -0.20 -1.43
H 2.10 -1.14 2.10
H 0.46 -2.17 3.63
H -1.69 -3.02 2.74
H -2.19 -2.84 0.33
H -0.50 -1.89 -1.21
S 1.28 5.12 0.60
S -0.46 6.10 0.54
S -1.10 6.44 -1.46
S -1.60 4.75 -2.40
```

Computed properties:
Strongest force on any atom = 1.72 eV/A
E_tot = -3574.05486 a.u.
Net charge = -2
LUMO energy (alpha / beta) = 3.160 / 3.159 eV
HOMO-LUMO gap (alpha / beta) = 3.6089 / 3.6076 eV

***

# 4
DFT (wB97M-V/def2-TZVPD) results for a 2-piece molecular cluster, C8H8NO4S overall.

The geometry in XYZ format:
```
22
Properties=species:S:1:pos:R:3
C 3.27 0.80 -0.11
C 2.09 1.47 0.11
C 3.23 -0.56 -0.37
C 0.87 0.82 0.09
C 1.96 -1.16 -0.54
C 0.75 -0.56 -0.26
C -1.67 -1.01 0.74
C -0.50 -1.41 -0.20
N -2.40 1.83 0.39
O -2.73 -1.90 0.61
O -1.62 -0.27 1.77
O -4.09 0.57 -1.10
O -0.65 -2.46 -0.91
S -2.63 0.82 -0.94
H 4.12 1.40 0.09
H 2.20 2.52 0.31
H 3.97 -1.14 -0.71
H -0.07 1.28 0.36
H 2.09 -2.26 -0.66
H -3.24 2.42 0.47
H -2.17 1.05 1.16
H -2.77 -2.24 -0.28
```

Computed properties:
Strongest force on any atom = 4.88 eV/A
E_tot = -1063.55196 a.u.
Net charge = -1
LUMO energy (alpha / beta) = 2.990 / 3.276 eV
HOMO-LUMO gap (alpha / beta) = 5.6498 / 6.7368 eV

***

# 5
DFT (wB97M-V/def2-TZVPD) results for C33H30Cl4N3O4SeZr as an isolated structure.

The geometry in XYZ format:
```
76
Properties=species:S:1:pos:R:3
Zr -0.24 0.23 -0.53
C 0.11 2.33 2.38
N 0.45 0.89 2.36
C -0.39 0.27 3.39
C -0.60 -1.23 3.32
C -1.43 -1.71 2.14
N -0.75 -1.76 0.84
C -0.61 -2.94 0.35
C -0.28 -3.26 -1.01
C 0.25 -4.52 -1.35
C 0.41 -4.88 -2.66
C -0.02 -3.99 -3.67
C -0.59 -2.79 -3.36
C -0.73 -2.37 -2.02
O -1.27 -1.24 -1.71
C 1.87 0.80 2.68
C 2.52 -0.59 2.70
C 2.29 -1.43 1.43
N 2.08 -0.55 0.28
C 3.16 -0.06 -0.16
C 3.23 1.15 -1.03
C 4.41 1.03 -1.57
C 4.72 3.56 -2.88
C 3.64 3.61 -2.21
C 2.43 3.41 -1.48
C 2.16 2.19 -0.96
O 1.07 1.89 -0.33
H 0.18 2.72 3.41
H -0.91 2.47 2.01
H 0.78 2.88 1.74
H -1.38 0.73 3.33
H 0.02 0.53 4.38
H -1.17 -1.49 4.21
H 0.33 -1.80 3.39
H -2.28 -1.05 2.02
H -1.82 -2.71 2.37
H -0.82 -3.80 1.01
H 0.55 -5.20 -0.55
H 0.85 -5.83 -2.93
H 0.10 -4.27 -4.71
H -0.92 -2.10 -4.13
H 2.05 1.26 3.67
H 2.40 1.42 1.96
H 2.23 -1.15 3.58
H 3.60 -0.40 2.81
H 1.42 -2.06 1.54
H 3.15 -2.08 1.26
H 4.12 -0.45 0.21
H 4.99 0.67 -5.17
H 3.21 1.09 -5.89
H 4.12 4.70 -2.45
H 1.68 4.19 -1.43
Cl 1.84 1.70 -7.01
C 0.84 1.47 -5.49
C -0.41 2.06 -5.47
Cl -1.08 2.88 -6.85
C -1.12 1.98 -4.27
Cl -2.66 2.75 -4.08
C -0.56 1.33 -3.17
O -1.12 1.38 -1.97
C 0.65 0.60 -3.31
O 1.03 -0.06 -2.20
C 1.40 0.77 -4.47
Cl 3.68 0.53 -4.76
Se -2.78 1.27 0.28
C -3.49 1.23 2.07
C -3.19 2.25 2.98
C -3.73 2.26 4.26
C -4.58 1.24 4.67
C -4.91 0.23 3.77
C -4.37 0.23 2.49
H -2.54 3.06 2.66
H -3.47 3.06 4.94
H -4.99 1.24 5.67
H -5.59 -0.55 4.07
H -4.66 -0.55 1.79
```

Computed properties:
Strongest force on any atom = 0.66 eV/A
E_tot = -6029.79772 a.u.
Net charge = -1
LUMO energy = 1.691 eV
HOMO-LUMO gap = 6.0016 eV

***

# 6
DFT (wB97M-V/def2-TZVPD) results for a 2-piece molecular cluster, C9H13NO overall.

The geometry in XYZ format:
```
24
Properties=species:S:1:pos:R:3
C -0.32 2.84 -2.43
C 0.32 2.02 -1.48
C 0.39 0.68 -1.69
C 0.92 -0.18 -0.69
C 1.55 0.37 0.51
C 1.49 1.71 0.64
C 0.93 2.59 -0.30
H 0.34 3.04 -3.17
H -0.42 3.93 -1.99
H -1.22 2.53 -3.03
H -0.12 0.18 -2.55
H 0.85 -1.24 -0.82
H 2.10 -0.22 1.21
H 1.96 2.05 1.58
H 0.99 3.65 -0.20
C -1.74 -1.76 1.82
C -0.70 -2.79 2.01
N -0.51 -3.77 0.95
O 0.17 -2.77 2.88
H -1.29 -0.84 1.34
H -2.32 -1.37 2.76
H -2.37 -1.98 0.95
H 0.25 -4.41 1.24
H -1.25 -4.27 0.49
```

Computed properties:
Strongest force on any atom = 5.35 eV/A
E_tot = -480.69967 a.u.
SMILES = Cc1ccccc1.CC(N)=O
LUMO energy = 0.853 eV
HOMO-LUMO gap = 9.5681 eV